[1]
Density functional theory data (ωB97M-V with the def2-TZVPD basis set) for a cluster of 11 separate species, C40H76BF3IO39P2S2 in total in a non-equilibrium geometry.

```
164
Properties=species:S:1:pos:R:3:lowdin_charge:R:1
I 1.0290 -1.8311 4.6893 0.426
S 1.3811 -0.4801 1.1337 0.844
S 1.9850 -5.2500 0.1182 0.851
P 0.2074 -1.1163 -2.1339 1.014
P 2.2675 -2.4274 2.6199 0.517
F -0.4499 -5.9430 1.2482 0.066
F 1.1365 -7.5459 1.1213 0.050
F 1.3939 -5.9838 2.7278 0.074
O -6.4991 2.9099 -10.6617 0.120
O -8.7111 -0.1455 7.0351 0.109
O 8.0046 0.5590 3.4108 0.113
O -4.2076 7.9251 6.2865 -0.001
O -5.6227 -2.7657 12.8798 -0.003
O 1.7134 -6.0436 -1.1476 -0.317
O 3.4004 -5.3890 0.5858 -0.306
O -2.3449 -1.1446 -7.7265 0.130
O 1.9243 -0.0020 -0.3640 -0.306
O -2.9258 1.6533 7.9581 -0.005
O 3.2980 -3.7133 3.0791 -0.416
O -7.0895 -4.0556 11.7187 0.120
O 2.7453 -3.9945 -3.0737 0.080
O 10.6481 1.6720 -11.5181 -0.002
O -5.3183 4.1528 -12.1536 -0.003
O -4.1419 8.0057 8.4573 -0.002
O 3.8105 -0.5756 -9.4450 0.102
O 9.0467 0.3267 -12.4069 0.119
O -4.8460 2.0409 -11.9545 0.007
O -1.6537 -0.2148 7.7340 0.113
O 5.2621 -2.2905 -9.0866 -0.005
O -6.8805 -1.8188 11.3816 -0.004
O 6.3328 -0.4577 2.2565 0.000
O 2.6843 -0.5865 -3.8385 -0.160
O 8.6053 1.8763 -10.8058 0.003
O 0.6911 0.7463 1.7091 -0.412
O -1.8429 -1.1418 -9.9402 -0.005
O 4.2564 2.9958 7.3367 0.122
O -3.8274 6.0022 7.4334 0.118
O 4.0647 -0.0037 -2.1360 -0.050
O 6.2520 -0.4716 4.4298 -0.005
O 2.9816 4.8631 7.5606 -0.003
O -3.8661 -0.2845 8.2455 -0.015
O 2.0432 2.9229 7.8430 -0.005
O -6.8970 0.6488 5.9233 0.008
O -3.9357 -1.1310 -9.3488 -0.043
O 0.1679 -1.6628 1.0774 -0.372
O -8.2089 -0.7492 4.9022 0.001
O 4.2847 -1.3786 -7.3735 0.008
C 2.9592 -0.5506 -2.4989 -0.541
C 7.2351 1.4782 -10.8423 -0.035
C -4.0374 7.1891 7.3959 -0.601
C 6.9690 -0.0601 3.3684 -0.600
C 11.6043 1.0406 -12.3664 -0.052
C 1.9346 -1.0972 -1.3492 -0.477
C -7.8951 -1.9055 10.3810 -0.042
C 2.4839 -2.5065 -0.8005 -0.146
C 5.4739 -2.3601 -10.4938 -0.051
C -5.0804 0.7707 -11.3457 -0.040
C 4.1365 5.6476 7.2695 -0.049
C 1.4267 -3.4560 -0.0513 -0.259
C -2.7065 0.3291 7.9564 -0.595
C 0.9047 -2.9222 1.3847 -0.527
C -5.6421 3.0222 -11.5035 -0.600
C -4.9337 -1.1280 -8.3287 -0.047
C 2.1292 1.4984 7.8732 -0.036
C 3.3849 -0.4107 -6.8225 -0.030
C 0.9366 -6.1620 1.4154 -0.452
C -0.1328 0.5482 -3.0296 -0.265
C -6.0913 5.2882 -11.7712 -0.051
C -3.9807 7.3523 9.7149 -0.048
C -8.0101 -0.0873 6.0539 -0.600
C 4.3918 -1.3363 -8.7072 -0.607
C -3.7836 -1.7082 8.2783 -0.035
C 4.9789 -3.1741 -1.9928 -0.020
C 6.9848 -0.0878 1.0408 -0.034
C -6.5607 1.4128 7.0819 -0.037
C 0.0753 -2.4002 -3.5383 -0.390
C -1.7704 2.4394 7.6632 -0.031
C -6.5833 -2.9893 11.9674 -0.604
C -9.3679 -1.5797 4.8975 -0.049
C -1.4985 -2.3974 -3.9647 -0.189
C -0.4568 -1.1505 -9.5938 -0.040
C 6.8155 -0.1146 5.6896 -0.050
C 9.3967 1.2020 -11.6539 -0.601
C 3.2020 3.5377 7.5574 -0.600
C -2.6731 -1.1397 -8.8852 -0.597
C -4.1212 7.1806 5.0718 -0.043
C -5.2047 -3.9321 13.5859 -0.050
B 3.3347 -3.2452 -2.0118 -0.446
H 4.9126 5.4846 8.0205 0.096
H -4.7552 6.5958 9.8584 0.098
H -5.9456 5.5149 -10.7128 0.098
H 11.3516 1.1990 -13.4171 0.097
H 4.5133 5.4224 6.2696 0.100
H 0.2488 -3.4162 -3.0489 0.066
H 7.9753 -0.5444 0.9806 0.096
H 5.4084 -2.5224 -2.8194 0.085
H -10.2707 -0.9825 5.0433 0.097
H -3.4892 -2.0998 7.3022 0.102
H 3.1492 -3.9925 4.0177 0.034
H -0.9928 2.2782 8.4130 0.088
H 0.1404 -3.5968 1.8915 0.114
H 5.3171 -4.2749 -2.1182 0.080
H -0.1957 -0.2552 -9.0260 0.101
H 1.1393 1.1078 8.1125 0.079
H -1.3954 2.2132 6.6627 0.107
H 11.6735 -0.0260 -12.1424 0.098
H -1.7989 -3.3495 -4.5101 0.064
H -4.0842 8.1052 10.4968 0.092
H -4.8607 -2.0285 -7.7154 0.100
H -0.8832 1.1979 -2.4736 0.033
H -4.8949 0.8188 -10.2727 0.083
H 3.8421 6.6971 7.2992 0.092
H -2.0988 -2.3881 -2.9760 0.058
H -4.9013 6.4174 5.0312 0.098
H -0.2061 -2.0518 -9.0304 0.101
H 4.5429 -2.5992 -11.0128 0.097
H -4.3842 0.0558 -11.7836 0.099
H -4.7749 -2.0936 8.5204 0.086
H 6.6905 2.0865 -10.1200 0.100
H 3.7238 0.6027 -7.0497 0.099
H -2.0643 3.4892 7.6913 0.091
H -5.6470 1.9661 6.8643 0.093
H -6.0984 0.4291 -11.5476 0.103
H -7.3515 2.1302 7.3133 0.098
H -8.0529 -0.9052 9.9770 0.090
H -7.1490 5.1257 -11.9893 0.097
H 2.8256 1.1707 8.6483 0.099
H 5.8943 -1.4240 -10.8671 0.076
H 0.7428 -2.1800 -4.4307 0.078
H -0.5132 0.3594 -4.1030 0.044
H 0.1180 -1.1515 -10.5203 0.095
H 7.0540 0.9986 0.9559 0.100
H -7.5781 -2.5604 9.5666 0.096
H -5.7446 6.1397 -12.3575 0.092
H 7.7999 -0.5714 5.8150 0.094
H -9.4274 -2.0626 3.9218 0.094
H -6.3714 0.7574 7.9342 0.088
H 7.1309 0.4294 -10.5577 0.081
H -1.7928 -1.4580 -4.5343 0.051
H 6.8088 1.6544 -11.8322 0.102
H -4.8504 -0.2316 -7.7104 0.103
H 3.4790 -4.3518 -3.6219 0.114
H 5.3231 -2.8776 -0.9394 0.069
H -9.2899 -2.3549 5.6629 0.096
H 2.4264 1.1099 6.8967 0.095
H 0.8228 1.1710 -3.1582 0.049
H -4.7809 -4.6676 12.8988 0.098
H -6.0373 -4.3623 14.1467 0.097
H -3.0867 -2.0362 9.0526 0.099
H 6.1901 -3.1596 -10.6863 0.093
H 12.5749 1.4979 -12.1720 0.092
H 6.8773 0.9711 5.7907 0.097
H -4.4300 -3.6334 14.2927 0.093
H -8.8348 -2.2548 10.8141 0.099
H 2.3709 -0.5720 -7.1962 0.092
H 0.4719 -3.5450 -0.6988 0.137
H 6.3814 -0.4607 0.2121 0.090
H 6.1556 -0.4965 6.4693 0.091
H 3.3769 -0.5377 -5.7382 0.058
H -5.9090 -1.1209 -8.8172 0.093
H -2.9866 6.9069 9.7933 0.098
H 3.3041 -2.2470 -0.0245 0.141
H -4.2737 7.8743 4.2447 0.094
H -3.1328 6.7284 4.9662 0.100
```

Computed properties:
orbital gap = 6.648 eV
LUMO level = 0.057 Eh
net charge = -1

[2]
Density functional theory data (ωB97M-V with the def2-TZVPD basis set) for the ion C5H8N with charge +1 in a non-equilibrium geometry.

```
14
Properties=species:S:1:pos:R:3:lowdin_charge:R:1
N -0.9131 1.4182 0.1028 0.215
C -1.3797 -0.8335 -1.1217 0.280
C -1.1059 -1.1329 0.2376 -0.147
C 1.1439 0.2045 -0.4094 -0.122
C -0.3724 0.0711 -0.2733 -0.451
C 1.9195 -0.7243 0.1320 0.071
H -1.7457 -0.9276 0.9850 0.096
H -0.4118 1.8708 0.9683 0.230
H 2.9399 -0.6371 -0.1672 0.073
H 1.5493 0.9989 -1.0245 0.110
H -0.7103 -2.1821 0.3370 0.170
H -0.3858 2.0336 -0.5767 0.183
H 1.4163 -1.5344 0.7827 0.111
H -1.9442 1.3748 0.0272 0.181
```

Computed properties:
orbital gap = 8.090 eV
ΔE to the lowest compared entry with this formula, charge and spin = 156.2 kcal/mol
LUMO level = -0.210 Eh
net charge = +1

[3]
Density functional theory data (ωB97M-V with the def2-TZVPD basis set) for a cluster of 10 separate species, C4H31N3O10 in total in a non-equilibrium geometry.

```
48
Properties=species:S:1:pos:R:3:lowdin_charge:R:1
O -2.3310 1.8708 -2.6886 -0.113
O -1.4252 -1.5174 -0.7950 -0.071
O -1.6154 0.1097 4.1896 -0.077
O 1.8378 0.8230 -2.7451 -0.169
O 3.2386 -0.6744 -1.2635 -0.221
O -1.6204 -4.1184 0.6158 -0.014
O -0.5297 -0.5506 -4.0503 -0.040
O 0.2852 2.5457 -1.5715 -0.059
O 1.9069 -2.0673 0.1562 -0.206
O 2.7697 2.4948 -0.5706 -0.162
N 1.7868 1.2010 3.3832 -0.001
N -3.2671 -0.8232 1.2790 -0.069
N 0.2178 0.7816 1.6033 -0.027
C 1.4947 0.3565 2.1801 -0.301
C -0.7970 -0.1864 1.1986 -0.293
C -2.3357 0.3601 1.1960 -0.198
C -0.6314 -0.4713 -0.3439 -0.301
H 3.6037 1.9786 -0.7437 0.028
H 0.7374 1.8978 -1.9466 -0.129
H -1.7311 2.5160 -3.2062 0.082
H 1.4436 2.1377 3.1524 0.064
H -1.2744 0.5983 3.3880 0.013
H -1.6702 1.4214 -2.1308 -0.025
H -4.3106 -0.3724 1.2657 0.124
H 1.2450 0.9494 4.1555 0.008
H -1.0830 0.0998 -4.0043 -0.108
H -0.6009 -1.1456 1.6128 0.111
H -2.5649 0.6672 0.1631 0.095
H -0.6800 0.4594 -0.9398 0.076
H -2.3014 -1.1261 -0.8965 0.077
H 0.9036 3.2807 -1.3247 0.068
H -1.1764 -4.1626 -0.2001 0.005
H 0.4175 -0.6846 -0.6681 0.095
H 3.6378 -0.5329 -0.4590 -0.049
H 1.2938 -2.3972 0.8555 0.032
H -1.1113 -0.6832 4.0968 0.013
H 3.9352 -0.6174 -1.9431 0.030
H -0.6526 -1.2737 -3.2896 0.123
H 2.1912 0.1290 -2.1382 -0.033
H 2.2378 1.6340 -0.5702 0.008
H 1.5181 0.4489 -3.6467 0.087
H 1.4782 -0.7268 2.4059 0.102
H -2.0354 -3.3261 0.6849 -0.061
H -2.6049 1.0632 2.1240 0.133
H -3.4069 -1.1959 2.2898 0.089
H 2.4344 0.5222 1.6047 0.084
H 0.1805 1.6040 0.9929 0.115
H 2.2688 -2.9584 -0.1440 0.065
```

Computed properties:
orbital gap (alpha / beta) = 2.583 / 8.782 eV
multiplicity = 2
ΔE to the lowest compared entry with this formula, charge and spin = 48.3 kcal/mol
LUMO level (alpha / beta) = 0.096 / 0.094 Eh
expectation value of S² = 0.75
net charge = -1

[4]
Density functional theory data (ωB97M-V with the def2-TZVPD basis set) for a structure of composition C31H24Cl7LaN8O3SSi in a non-equilibrium geometry.

```
76
Properties=species:S:1:pos:R:3:lowdin_charge:R:1
La -0.6266 0.0220 0.3474 1.545
Cl 1.3266 1.8388 -1.2078 0.738
Cl -3.6034 1.7529 -3.3878 0.704
Cl -0.2472 -8.6859 -0.4474 0.664
Cl -0.5059 0.3777 3.0052 -0.104
Cl -5.4656 0.5407 1.4560 0.172
Cl -3.6682 -2.0637 2.1299 0.223
Cl 0.3706 4.4610 -5.8455 0.656
S 4.4095 -5.9590 0.4163 1.010
Si -3.5465 -0.1970 1.2373 -0.031
O -1.7057 -2.1464 -0.5927 -0.164
O -1.4827 1.0909 -1.4023 -0.428
O -0.3456 -2.1942 1.1477 -0.241
N 0.9689 -1.3597 -1.4606 0.039
N 2.0412 -0.4203 0.8400 -0.001
N 4.3795 -4.6366 1.3483 -0.206
N -2.3138 4.5782 2.5895 -0.083
N 3.4631 -5.4756 -0.8010 -0.201
N -1.4278 5.3618 0.4617 -0.079
N -0.9976 3.0640 1.1876 -0.129
N 0.0797 4.9427 2.3288 -0.084
C 2.4142 -1.6500 0.4519 -0.157
C -1.5381 -4.9399 -0.8998 -0.006
C 0.2134 3.5573 1.8787 -0.216
C -1.0025 -2.7918 0.2415 -0.681
C -1.0715 5.0120 3.2379 -0.166
C -1.5049 3.0499 -4.4862 -0.126
C -1.3550 -6.3036 -1.0734 -0.091
C 0.4545 -1.7830 -2.6084 -0.098
C 3.0917 -4.2405 -0.5067 -0.311
C 3.5217 -0.5901 2.7120 -0.018
C 3.6152 -3.7624 0.7138 -0.305
C 0.7781 -3.0071 -3.1886 -0.018
C -0.1834 3.4593 -4.5284 -0.669
C 0.2297 2.2961 -2.5070 -0.546
C -1.0904 1.8385 -2.4092 -0.510
C 3.8576 -1.8717 2.3483 0.023
C 2.5983 0.0966 1.9273 -0.150
C 3.3037 -2.4133 1.1900 -0.078
C -1.2610 3.9683 0.0471 -0.180
C 1.8395 -2.1613 -0.8228 -0.155
C -0.8703 -4.2699 0.1167 -0.139
C -0.4988 -6.9777 -0.2163 -0.656
C -0.2072 5.7809 1.1595 -0.170
C -1.9408 2.2534 -3.4409 -0.582
C 1.6482 -3.8359 -2.5213 0.020
C 2.1945 -3.4105 -1.3125 -0.084
C 0.7025 3.0885 -3.5349 -0.128
C -2.1298 3.2018 2.1334 -0.221
C -0.0336 -4.9676 0.9816 -0.006
C -2.5399 5.4272 1.4163 -0.170
C 0.1594 -6.3309 0.8185 -0.095
H 4.5489 -2.4659 2.9331 0.124
H -2.1878 -4.3788 -1.5593 0.124
H 1.0519 3.4933 1.1817 0.098
H -1.8654 -6.8434 -1.8597 0.106
H -0.3221 6.8160 1.4841 0.124
H 3.9428 -0.1217 3.5899 0.115
H 1.7340 3.4126 -3.5579 0.109
H 0.6349 5.7246 0.4672 0.126
H -3.4563 5.1067 0.9182 0.127
H -2.1663 3.6287 -0.4599 0.130
H 0.4008 2.9106 2.7350 0.074
H 1.9116 -4.8127 -2.9091 0.126
H -0.8805 4.3707 4.0992 0.129
H 0.3227 -3.2995 -4.1250 0.116
H -2.6638 6.4597 1.7454 0.124
H -0.2643 -1.1226 -3.0806 0.124
H -1.1903 6.0401 3.5834 0.124
H -3.0420 2.8805 1.6220 0.100
H 0.4646 -4.4287 1.7791 0.126
H -0.4277 3.9061 -0.6495 0.097
H -1.9447 2.5489 2.9833 0.063
H -2.1978 3.3514 -5.2595 0.108
H 0.8085 -6.8920 1.4782 0.106
H 2.2907 1.1006 2.1918 0.091
```

Computed properties:
orbital gap = 7.467 eV
ΔE to the lowest compared entry with this formula, charge and spin = 26.5 kcal/mol
LUMO level = -0.032 Eh